[1]
C20H23Br2MnN3O | ωB97M-V with the def2-TZVPD basis set

Element x y z (Å)
Mn (-0.054, 0.109, -0.238)
N (-1.848, 1.178, 0.160)
C (-1.823, 2.051, 1.365)
C (-1.651, 1.254, 2.646)
C (-0.284, 0.616, 2.807)
N (-0.044, -0.430, 1.789)
H (-2.160, 1.730, -0.632)
H (-2.575, 0.476, 0.289)
H (-2.746, 2.631, 1.416)
H (-0.993, 2.752, 1.246)
H (-2.437, 0.493, 2.725)
H (-1.809, 1.932, 3.486)
H (-0.179, 0.202, 3.811)
H (0.490, 1.376, 2.680)
H (-0.678, -1.212, 1.943)
H (0.888, -0.828, 1.897)
C (-1.833, 1.355, -3.040)
C (-0.584, 0.581, -3.344)
C (-0.164, 0.462, -4.682)
C (0.968, -0.235, -4.990)
C (1.717, -0.839, -3.964)
C (2.907, -1.587, -4.159)
Br (3.599, -1.832, -5.898)
C (3.563, -2.133, -3.095)
C (3.068, -1.967, -1.788)
Br (4.004, -2.732, -0.349)
C (1.915, -1.257, -1.536)
O (1.402, -1.081, -0.335)
C (1.238, -0.681, -2.649)
N (0.096, 0.031, -2.351)
H (-2.336, 1.647, -3.958)
H (-1.596, 2.271, -2.493)
H (-2.529, 0.748, -2.458)
H (-0.753, 0.929, -5.458)
H (1.297, -0.330, -6.016)
H (4.470, -2.700, -3.245)
C (1.698, 2.131, 0.036)
C (1.832, 3.434, 0.535)
C (2.459, 3.673, 1.784)
C (2.568, 4.952, 2.284)
C (2.058, 6.032, 1.565)
C (1.439, 5.823, 0.333)
C (1.324, 4.549, -0.177)
H (2.182, 1.299, 0.535)
H (1.350, 1.994, -0.986)
H (2.869, 2.835, 2.335)
H (3.057, 5.120, 3.234)
H (2.150, 7.035, 1.959)
H (1.054, 6.666, -0.226)
H (0.854, 4.387, -1.141)

<S²> = 6.056
Spin multiplicity = 5
Net charge = +1
HOMO-LUMO gap (alpha / beta) = 0.2669 / 0.2351 hartree
Highest occupied orbital energy (alpha / beta) = -10.229 / -10.484 eV

Löwdin population analysis, charges in e, atoms 1 to 5: number 1, Mn, carries 0.77; number 2, N, carries -0.03; number 3, C, carries -0.21; number 4, C, carries -0.18; number 5, C, carries -0.21

[2]
C31H32N2O5 | ωB97M-V with the def2-TZVPD basis set

Element x y z (Å)
C (-3.182, -4.066, -1.097)
O (-3.183, -3.187, 0.006)
C (-1.967, -2.967, 0.651)
C (-1.909, -1.919, 1.530)
C (-0.710, -1.540, 2.206)
C (-0.615, -0.363, 2.952)
C (0.627, 0.274, 3.320)
C (0.738, 1.098, 4.454)
C (1.945, 1.625, 4.829)
C (3.114, 1.386, 4.092)
O (4.321, 1.886, 4.573)
C (5.444, 1.560, 3.787)
C (2.990, 0.633, 2.919)
C (1.788, 0.102, 2.543)
C (0.399, -2.424, 2.092)
C (0.411, -3.515, 1.273)
O (1.559, -4.307, 1.300)
C (1.846, -5.036, 0.127)
C (-0.770, -3.796, 0.447)
O (-0.762, -4.698, -0.366)
H (-4.209, -4.378, -1.284)
H (-2.791, -3.553, -1.979)
H (-2.586, -4.950, -0.876)
H (-2.800, -1.335, 1.661)
H (-1.529, 0.129, 3.244)
H (-0.142, 1.290, 5.042)
H (2.023, 2.219, 5.720)
H (6.335, 1.936, 4.290)
H (5.529, 0.478, 3.678)
H (5.361, 2.036, 2.809)
H (3.854, 0.451, 2.308)
H (1.721, -0.423, 1.605)
H (1.267, -2.257, 2.701)
H (2.509, -5.864, 0.380)
H (0.933, -5.444, -0.302)
H (2.341, -4.381, -0.594)
C (-5.379, 1.070, -4.757)
N (-4.569, 0.082, -4.039)
C (-5.276, -1.133, -3.631)
C (-3.338, 0.443, -3.413)
C (-3.262, 1.491, -2.484)
C (-2.066, 1.846, -1.938)
N (-0.896, 1.221, -2.304)
C (0.371, 1.640, -1.854)
C (0.588, 2.419, -0.722)
C (1.963, 2.854, -0.358)
C (2.103, 3.666, 0.760)
C (3.342, 4.122, 1.156)
C (4.470, 3.788, 0.432)
C (4.349, 2.967, -0.674)
C (3.112, 2.507, -1.072)
O (-0.357, 2.754, 0.024)
C (-0.962, 0.174, -3.199)
C (-2.150, -0.238, -3.723)
H (-4.751, 1.893, -5.093)
H (-5.836, 0.611, -5.633)
H (-6.163, 1.467, -4.115)
H (-4.584, -1.803, -3.125)
H (-6.079, -0.875, -2.941)
H (-5.696, -1.640, -4.497)
H (-4.170, 1.985, -2.191)
H (-1.995, 2.643, -1.220)
H (1.217, 1.317, -2.426)
H (1.211, 3.921, 1.310)
H (3.421, 4.746, 2.031)
H (5.437, 4.157, 0.738)
H (5.231, 2.688, -1.229)
H (3.047, 1.875, -1.942)
H (-0.042, -0.304, -3.491)
H (-2.188, -1.055, -4.421)

ΔE to the lowest compared entry with this formula, charge and spin = 135.33 kcal per mole
Net charge = 0
HOMO-LUMO gap = 0.2274 hartree
Highest occupied orbital energy = -7.025 eV

Löwdin population analysis, charges in e, atoms 1 to 5: number 1, C, carries -0.09; number 2, O, carries -0.08; number 3, C, carries -0.15; number 4, C, carries 0.05; number 5, C, carries -0.21

[3]
C3H17B2Cl5CoCrN3O26 | ωB97M-V with the def2-TZVPD basis set

Element x y z (Å)
Cr (1.218, -0.335, 1.829)
Co (0.560, -0.671, -2.315)
Cl (-2.819, -0.068, -3.549)
O (-1.827, -0.684, -2.699)
O (-2.686, 1.346, -3.619)
O (-2.672, -0.579, -4.887)
O (-4.072, -0.362, -2.981)
Cl (4.505, 1.440, 1.379)
O (5.319, 1.054, 2.519)
O (5.028, 0.830, 0.209)
O (3.212, 0.938, 1.567)
O (4.407, 2.887, 1.368)
Cl (2.408, -3.663, 1.299)
O (2.436, -4.493, 0.134)
O (3.706, -3.774, 1.933)
O (2.182, -2.325, 0.880)
O (1.351, -4.154, 2.202)
Cl (3.834, -0.098, -3.728)
O (2.899, -0.224, -2.661)
O (3.501, 0.962, -4.608)
O (5.099, 0.067, -3.045)
O (3.832, -1.375, -4.473)
Cl (-0.308, 2.001, 4.190)
O (0.524, 2.023, 5.349)
O (0.486, 1.578, 3.043)
O (-1.318, 1.029, 4.339)
O (-0.881, 3.289, 3.949)
B (1.119, -2.801, -2.297)
H (0.812, -3.826, -2.438)
H (1.099, -2.286, -3.245)
H (0.372, -2.376, -1.645)
H (2.139, -2.810, -1.947)
B (0.488, 0.106, -0.328)
H (0.435, 0.773, 0.519)
H (-0.123, 0.444, -1.150)
H (1.462, -0.074, -0.756)
H (0.094, -0.873, -0.102)
C (-2.665, -1.862, 3.148)
N (-1.621, -1.997, 2.082)
O (-1.882, -2.505, 0.977)
O (-0.607, -1.402, 2.328)
H (-2.101, -1.836, 4.080)
H (-3.368, -2.691, 3.063)
H (-3.231, -0.937, 3.036)
C (-1.132, 3.427, -0.939)
N (0.211, 3.218, -1.610)
O (1.219, 3.878, -1.242)
O (0.232, 2.377, -2.477)
H (-0.967, 3.114, 0.092)
H (-1.803, 2.690, -1.381)
H (-1.539, 4.438, -0.965)
C (-4.433, 0.935, 0.271)
N (-3.623, 1.145, 1.469)
O (-4.224, 1.440, 2.531)
O (-2.381, 1.078, 1.352)
H (-3.745, 0.808, -0.565)
H (-5.143, 1.736, 0.070)
H (-5.021, 0.034, 0.443)

<S²> = 15.762
ΔE to the lowest compared entry with this formula, charge and spin = 0.00 kcal per mole
Spin multiplicity = 8
Net charge = -3
HOMO-LUMO gap (alpha / beta) = 0.2630 / 0.2618 hartree
Highest occupied orbital energy (alpha / beta) = -2.217 / -2.222 eV

Löwdin population analysis, charges in e, atoms 1 to 5: number 1, Cr, carries 1.01; number 2, Co, carries 0.83; number 3, Cl, carries 0.61; number 4, O, carries -0.37; number 5, O, carries -0.36

- The highest net charge belongs to which entry?
  C20H23Br2MnN3O

- Which formula does entry 3 have?
  C3H17B2Cl5CoCrN3O26

Copy entry 2 word for word.
C31H32N2O5 | ωB97M-V with the def2-TZVPD basis set

Element x y z (Å)
C (-3.182, -4.066, -1.097)
O (-3.183, -3.187, 0.006)
C (-1.967, -2.967, 0.651)
C (-1.909, -1.919, 1.530)
C (-0.710, -1.540, 2.206)
C (-0.615, -0.363, 2.952)
C (0.627, 0.274, 3.320)
C (0.738, 1.098, 4.454)
C (1.945, 1.625, 4.829)
C (3.114, 1.386, 4.092)
O (4.321, 1.886, 4.573)
C (5.444, 1.560, 3.787)
C (2.990, 0.633, 2.919)
C (1.788, 0.102, 2.543)
C (0.399, -2.424, 2.092)
C (0.411, -3.515, 1.273)
O (1.559, -4.307, 1.300)
C (1.846, -5.036, 0.127)
C (-0.770, -3.796, 0.447)
O (-0.762, -4.698, -0.366)
H (-4.209, -4.378, -1.284)
H (-2.791, -3.553, -1.979)
H (-2.586, -4.950, -0.876)
H (-2.800, -1.335, 1.661)
H (-1.529, 0.129, 3.244)
H (-0.142, 1.290, 5.042)
H (2.023, 2.219, 5.720)
H (6.335, 1.936, 4.290)
H (5.529, 0.478, 3.678)
H (5.361, 2.036, 2.809)
H (3.854, 0.451, 2.308)
H (1.721, -0.423, 1.605)
H (1.267, -2.257, 2.701)
H (2.509, -5.864, 0.380)
H (0.933, -5.444, -0.302)
H (2.341, -4.381, -0.594)
C (-5.379, 1.070, -4.757)
N (-4.569, 0.082, -4.039)
C (-5.276, -1.133, -3.631)
C (-3.338, 0.443, -3.413)
C (-3.262, 1.491, -2.484)
C (-2.066, 1.846, -1.938)
N (-0.896, 1.221, -2.304)
C (0.371, 1.640, -1.854)
C (0.588, 2.419, -0.722)
C (1.963, 2.854, -0.358)
C (2.103, 3.666, 0.760)
C (3.342, 4.122, 1.156)
C (4.470, 3.788, 0.432)
C (4.349, 2.967, -0.674)
C (3.112, 2.507, -1.072)
O (-0.357, 2.754, 0.024)
C (-0.962, 0.174, -3.199)
C (-2.150, -0.238, -3.723)
H (-4.751, 1.893, -5.093)
H (-5.836, 0.611, -5.633)
H (-6.163, 1.467, -4.115)
H (-4.584, -1.803, -3.125)
H (-6.079, -0.875, -2.941)
H (-5.696, -1.640, -4.497)
H (-4.170, 1.985, -2.191)
H (-1.995, 2.643, -1.220)
H (1.217, 1.317, -2.426)
H (1.211, 3.921, 1.310)
H (3.421, 4.746, 2.031)
H (5.437, 4.157, 0.738)
H (5.231, 2.688, -1.229)
H (3.047, 1.875, -1.942)
H (-0.042, -0.304, -3.491)
H (-2.188, -1.055, -4.421)

ΔE to the lowest compared entry with this formula, charge and spin = 135.33 kcal per mole
Net charge = 0
HOMO-LUMO gap = 0.2274 hartree
Highest occupied orbital energy = -7.025 eV

Löwdin population analysis, charges in e, atoms 1 to 5: number 1, C, carries -0.09; number 2, O, carries -0.08; number 3, C, carries -0.15; number 4, C, carries 0.05; number 5, C, carries -0.21

- What is the net charge in the third record?
  -3